The following is a DFT calculation (wB97M-V/def2-TZVPD) of C47H56CrGe2NO2STe as an isolated structure in a non-equilibrium geometry.

Element x y z (Å)
Cr 0.15907 0.64266 0.61166
C 0.25127 0.19956 5.78866
C 0.84527 0.69766 4.48096
Ge -0.51183 0.98286 2.96046
C -1.46763 2.73776 3.28176
C -1.80893 3.05236 4.72536
C -1.85893 -0.38294 3.41016
C -2.25313 -1.34044 2.56636
Ge -1.79733 -0.97354 0.61666
C -1.19643 -2.61624 -0.48554
C -2.11333 -3.80474 -0.72754
C -3.41453 0.00536 -0.12764
C -4.76953 -0.67934 -0.14864
C -3.06653 -2.48234 2.97476
C -3.83963 -3.19304 2.06166
C -4.58033 -4.29184 2.45746
C -4.57383 -4.69844 3.78226
C -3.81143 -3.99684 4.70306
C -3.05533 -2.91174 4.30536
H 1.02447 0.14716 6.55616
H -0.16493 -0.79674 5.66246
H -0.53003 0.86326 6.14796
H 1.58257 -0.04254 4.14566
H 1.36487 1.64106 4.65796
H -2.38973 2.67916 2.70136
H -0.86653 3.54926 2.86596
H -2.38903 2.24686 5.16576
H -2.40223 3.96376 4.78216
H -0.90603 3.19206 5.31246
H -2.24533 -0.34854 4.42266
H -0.27713 -2.98854 -0.01134
H -0.90773 -2.19864 -1.45174
H -2.28813 -4.36264 0.18776
H -1.64653 -4.47624 -1.44964
H -3.07363 -3.49104 -1.12784
H -3.14753 0.32516 -1.13324
H -3.48623 0.90166 0.49186
H -4.73493 -1.59994 -0.72384
H -5.50403 -0.02074 -0.61174
H -5.10483 -0.90684 0.85946
H -3.85833 -2.86094 1.03476
H -5.15833 -4.83614 1.72576
H -5.15193 -5.55834 4.09006
H -3.80213 -4.30424 5.73836
H -2.44773 -2.39384 5.03226
C 3.39327 1.64406 -5.66334
C 2.50877 1.61206 -4.45714
C 1.12187 1.77796 -4.55784
C 0.30107 1.62336 -3.46234
C -1.16103 1.97666 -3.50144
O -1.47953 3.14806 -3.48884
C -2.15633 0.88576 -3.53274
C -1.80783 -0.46384 -3.51354
C -2.79473 -1.43214 -3.56234
C -4.13123 -1.06894 -3.63714
C -4.48833 0.27126 -3.66614
C -3.50583 1.23976 -3.61564
C 0.84517 1.27216 -2.20144
O 0.06627 0.85786 -1.25164
C 2.26497 1.32996 -2.04844
C 3.05757 1.44686 -3.20324
C 2.87927 1.29916 -0.74774
N 2.19207 1.33376 0.36366
C 2.93137 1.27956 1.61996
C 3.27187 -0.16284 1.97016
Te 1.50217 -1.37584 1.51646
C 2.37647 -2.21734 -0.27064
C 1.92217 -1.83914 -1.52774
C 2.50127 -2.36974 -2.66774
C 3.51767 -3.30364 -2.55084
C 3.96307 -3.69454 -1.29774
C 3.38717 -3.16614 -0.15494
C 4.36947 1.25816 -0.71284
C 5.02767 0.04926 -0.91704
C 6.40487 -0.02274 -0.80944
C 7.13437 1.11466 -0.50894
C 6.48707 2.32606 -0.32854
C 5.10837 2.40396 -0.43174
H 2.80897 1.66266 -6.57674
H 4.03397 0.76416 -5.67614
H 4.03507 2.52326 -5.65144
H 0.67867 2.01186 -5.51484
H -0.76733 -0.75404 -3.46274
H -2.53293 -2.47954 -3.54304
H -4.88903 -1.83724 -3.67794
H -5.52663 0.56356 -3.73404
H -3.74913 2.29116 -3.64624
H 4.13317 1.41586 -3.10174
H 2.28687 1.70386 2.39716
H 3.84707 1.87706 1.57296
H 3.54427 -0.25734 3.01996
H 4.08687 -0.54074 1.35146
H 1.11737 -1.12194 -1.61064
H 2.14797 -2.06484 -3.64204
H 3.96787 -3.72494 -3.43504
H 4.75107 -4.42574 -1.20534
H 3.72337 -3.47804 0.82606
H 4.45777 -0.82824 -1.17884
H 6.89627 -0.97064 -0.96834
H 8.20547 1.05576 -0.40484
H 7.06207 3.21286 -0.10904
H 4.60397 3.35406 -0.31144
C -0.32813 4.07946 -0.55154
S -1.50863 2.75686 -0.18304
C -2.89973 3.83246 0.29276
H -0.25213 4.73566 0.31206
H -0.68643 4.61856 -1.42564
H 0.63547 3.62266 -0.76614
H -3.15673 4.43376 -0.57434
H -2.62403 4.46436 1.13056
H -3.73933 3.20006 0.55866

Cartesian forces, eV/Å:
1.263 1.431 -1.024
-0.131 -0.003 -0.096
0.019 0.021 -0.762
-1.277 0.100 1.910
0.439 -0.277 -0.348
0.111 -0.186 -0.023
0.322 0.376 -0.266
0.607 0.686 -0.676
-2.130 -1.434 0.574
0.507 0.817 0.318
-0.235 0.139 0.244
0.819 0.165 -0.025
0.207 -0.241 0.227
-0.238 -0.424 0.169
0.126 0.142 0.131
-0.098 -0.106 -0.050
-0.023 -0.006 -0.128
-0.028 -0.038 0.113
-0.067 -0.021 -0.080
0.004 -0.015 0.036
-0.106 -0.087 0.087
-0.131 -0.001 0.105
0.040 0.241 0.032
0.106 0.034 -0.177
0.094 -0.076 -0.140
-0.018 0.018 -0.148
-0.108 -0.074 0.197
-0.018 0.076 0.091
0.063 0.046 0.213
-0.097 -0.208 0.177
-0.157 0.132 -0.134
0.091 0.096 0.073
-0.067 -0.080 0.022
0.006 -0.003 -0.028
-0.175 -0.048 -0.085
0.103 0.074 -0.020
0.111 0.033 0.027
-0.125 -0.160 -0.086
-0.025 0.027 -0.038
-0.140 -0.091 0.077
-0.076 -0.095 -0.110
-0.100 -0.045 -0.050
-0.015 -0.017 0.018
0.028 -0.036 0.080
0.087 0.019 0.037
0.088 0.082 -0.012
-0.046 -0.034 0.109
0.131 -0.095 0.261
0.140 0.062 0.605
0.187 0.091 0.008
0.055 -0.220 -0.157
-0.581 -0.189 -0.161
0.070 0.285 -0.006
-0.098 -0.104 0.046
0.048 -0.028 0.009
-0.049 0.034 -0.004
0.242 0.054 0.020
1.038 0.082 -0.835
-0.481 -0.294 -0.322
-0.805 -0.064 -0.471
-0.217 0.128 0.016
-0.212 0.064 0.414
0.002 0.005 -0.490
0.065 0.101 0.389
-0.280 0.111 0.023
1.263 -0.899 -0.032
-0.288 0.053 0.203
-0.173 0.238 0.265
-0.011 -0.138 0.014
0.074 0.082 -0.025
0.022 -0.091 0.026
-0.128 0.250 0.348
0.274 0.094 0.223
-0.156 0.137 -0.115
-0.013 -0.006 -0.039
0.041 -0.050 0.092
0.039 0.078 -0.024
-0.073 -0.071 -0.152
-0.028 -0.009 -0.152
0.067 -0.031 -0.112
0.074 0.059 -0.065
-0.042 0.071 -0.139
0.106 0.016 -0.007
0.083 -0.098 -0.021
-0.095 -0.046 -0.014
-0.057 -0.032 -0.007
-0.064 0.077 0.011
0.058 0.006 -0.029
0.170 -0.022 -0.093
-0.153 -0.111 0.114
-0.142 -0.156 -0.017
-0.206 -0.124 0.009
0.035 -0.036 -0.044
-0.020 0.053 -0.079
0.060 -0.061 -0.119
0.080 -0.082 -0.001
0.078 -0.074 -0.015
-0.078 -0.151 -0.011
0.099 -0.060 -0.005
0.153 0.015 -0.036
0.023 0.089 0.015
-0.024 0.041 0.063
-0.200 -0.275 0.019
-0.234 0.396 -0.113
0.461 -0.329 0.158
0.110 0.062 0.006
0.080 0.039 -0.030
0.047 0.041 -0.031
-0.010 0.030 -0.082
-0.059 0.088 0.093
-0.109 -0.039 0.047

Properties
* highest occupied orbital energy (alpha / beta): -10.2768 / -10.3686 eV
* expectation value of S²: 6.10
* net charge: +1
* spin multiplicity: 5

***

The following is a DFT calculation (wB97M-V/def2-TZVPD) of C3H17NO4 as an isolated structure in a non-equilibrium geometry.

Element x y z (Å)
C 1.90542 0.66248 -2.19355
C 0.99500 0.76536 -0.93521
C 1.68412 -0.02579 0.19908
N -0.22520 -0.00378 -1.27992
H 2.90982 1.07744 -2.18920
H 1.32325 1.07796 -3.02186
H 1.93479 -0.41389 -2.38580
H 0.70052 1.78032 -0.69265
H 1.11219 0.03534 1.12435
H 2.71702 0.26128 0.37163
H 1.67152 -1.06725 -0.13241
H -0.86855 0.46173 -1.89452
H -0.26318 -0.99889 -0.98486
H -0.75608 -2.40718 0.65406
H -0.98754 -3.31794 -0.64496
O -0.50491 -2.56588 -0.29098
H -2.59675 0.67501 0.70977
H -1.02815 0.26782 -0.33060
O -1.65983 0.48317 0.69156
H -1.01487 2.14704 0.90639
H -0.24982 2.67762 2.09214
O -0.30640 2.80651 1.14873
H -0.42428 -1.51431 2.66214
H -1.40174 -0.90430 1.59166
O -1.10143 -1.75825 1.99767

Cartesian forces, eV/Å:
-1.293 -0.221 -0.061
1.369 -1.276 -0.874
-0.750 0.236 -0.285
-0.401 1.096 1.953
-0.079 0.164 0.372
0.352 0.165 -0.136
0.430 0.073 -0.145
0.219 0.053 0.241
0.080 0.084 0.070
-0.013 0.247 -0.026
0.183 -0.045 0.185
0.158 -0.637 -1.006
-0.045 -0.046 -1.251
0.051 -0.259 -0.007
0.003 0.089 0.163
0.229 -0.289 -0.661
-0.257 -0.083 -0.387
-0.401 0.176 0.772
0.174 0.009 0.259
0.849 0.307 0.232
0.169 0.090 0.450
-0.815 -0.275 -0.486
-0.620 -0.264 -0.633
0.030 0.348 0.026
0.380 0.257 1.237

Properties
* highest occupied orbital energy: -9.7809 eV
* net charge: 0

***

The following is a DFT calculation (wB97M-V/def2-TZVPD) of H12LiO6 as an isolated structure in a non-equilibrium geometry.

Element x y z (Å)
Li -0.47400 -7.40300 -12.48900
O -0.18400 -5.53200 -11.78300
H -0.95300 -5.43900 -11.22400
H 0.30000 -4.70900 -11.74400
O -2.44600 -7.05700 -13.22800
H -2.16900 -7.50300 -14.01800
H -3.04600 -7.71700 -12.85500
O 0.03600 -6.48700 -14.68800
H 0.44000 -7.18500 -15.20400
H -0.68400 -6.10600 -15.19500
O 1.47300 -8.44300 -12.33100
H 2.44500 -8.28400 -12.41800
H 1.31300 -8.85300 -11.42900
O -0.82100 -8.09300 -10.55600
H -0.94900 -7.77000 -9.64700
H -1.22000 -8.92900 -10.63900
O -1.04800 -9.57600 -13.14000
H -0.63400 -10.34800 -12.78700
H -1.84900 -10.02300 -13.49800

Cartesian forces, eV/Å:
0.435 0.310 -0.223
-0.019 -0.580 -0.079
-0.277 0.370 0.230
0.149 0.222 -0.068
-0.203 -0.275 0.814
0.349 -0.079 -1.035
-0.187 0.362 0.254
-0.109 -0.236 0.817
0.046 -0.053 -0.418
0.068 0.084 -0.294
0.439 -0.514 1.307
-1.251 -0.211 0.269
0.652 0.871 -1.520
0.809 1.785 0.329
0.062 -0.305 -0.511
-0.988 -1.666 0.132
-1.663 -0.214 -0.538
1.238 -0.698 0.478
0.450 0.827 0.055

Properties
* highest occupied orbital energy: -15.3900 eV
* net charge: +1

***

Q: Which energy relative to the best compared isomer or geometry (same formula, charge and spin) values were calculated for the entries above? A: 49.3, 7.2, 10.6, in kcal/mol.